85
Properties=species:S:1:pos:R:3:mulliken_charge:R:1 method="wB97M-V/def2-TZVPD" e_lumo_ha=-0.023 multiplicity=1
Pb 1.13 0.75 -1.95 0.805
C 2.39 2.04 2.36 -0.994
C 1.89 3.30 2.61 -0.648
C 1.06 3.89 1.67 -0.777
C 0.77 3.21 0.50 0.912
N 1.27 2.00 0.26 0.381
C 2.06 1.42 1.17 -0.111
C -0.14 3.78 -0.54 0.277
C -0.53 5.12 -0.51 -0.973
C -1.43 5.56 -1.47 -0.758
C -1.91 4.67 -2.41 -1.117
C -1.46 3.36 -2.38 0.804
N -0.59 2.94 -1.46 0.490
C -1.97 2.33 -3.34 0.574
C -2.75 2.66 -4.44 -0.983
C -3.21 1.65 -5.27 -0.447
C -2.87 0.34 -4.99 -0.969
C -2.08 0.10 -3.88 -0.463
N -1.64 1.06 -3.07 0.280
H 3.03 1.53 3.07 0.454
H 2.12 3.81 3.54 0.448
H 0.64 4.86 1.87 0.302
H 2.43 0.44 0.91 0.532
H -0.15 5.81 0.23 0.360
H -1.75 6.59 -1.48 0.438
H -2.64 5.00 -3.14 0.316
H -3.00 3.69 -4.67 0.386
H -3.82 1.89 -6.13 0.420
H -3.21 -0.48 -5.61 0.431
H -1.78 -0.91 -3.62 0.643
C -4.54 -1.21 1.79 -1.061
Si -3.18 -0.94 0.51 0.130
C -2.93 0.91 0.28 -0.290
C -3.73 -1.67 -1.13 -0.550
Si -1.18 -1.94 1.20 0.063
Te 0.63 -1.85 -0.53 -0.432
Si -1.46 -4.26 1.47 0.349
C 0.13 -4.98 2.16 -1.007
C -1.82 -5.06 -0.19 -1.061
C -2.88 -4.67 2.64 -1.032
Si -0.40 -1.04 3.22 0.163
C -0.54 0.84 3.22 -0.412
C -1.39 -1.69 4.68 -1.053
C 1.40 -1.53 3.47 -0.861
H -5.42 -0.62 1.54 0.401
H -4.21 -0.92 2.79 0.244
H -4.84 -2.26 1.83 0.282
H -3.80 1.36 -0.20 0.500
H -2.06 1.08 -0.35 -0.537
H -2.77 1.41 1.24 0.358
H -4.69 -1.25 -1.45 0.399
H -3.83 -2.76 -1.07 0.263
H -2.98 -1.45 -1.90 -0.199
H 0.98 -4.72 1.52 0.315
H 0.06 -6.07 2.22 0.406
H 0.33 -4.60 3.16 0.232
H -1.10 -4.75 -0.94 0.273
H -2.82 -4.80 -0.55 0.287
H -1.78 -6.15 -0.10 0.389
H -2.74 -4.21 3.62 0.252
H -2.95 -5.75 2.78 0.392
H -3.83 -4.32 2.25 0.277
H -1.59 1.14 3.33 0.413
H -0.17 1.26 2.28 -0.314
H 0.03 1.27 4.04 0.412
H -2.46 -1.52 4.56 0.276
H -1.07 -1.18 5.60 0.377
H -1.23 -2.76 4.82 0.255
H 2.02 -1.18 2.65 0.139
H 1.50 -2.61 3.52 0.297
H 1.78 -1.11 4.41 0.361
Br 8.27 -1.09 0.32 -0.215
C 7.47 -0.33 -1.22 -0.005
C 8.27 -0.04 -2.32 -0.380
C 7.68 0.51 -3.45 -0.504
C 6.32 0.77 -3.48 -0.438
C 5.54 0.48 -2.37 0.317
C 6.11 -0.07 -1.23 -0.422
C 4.06 0.77 -2.40 0.608
O 3.54 1.17 -3.45 -0.761
O 3.41 0.56 -1.31 -0.559
H 9.33 -0.25 -2.29 0.389
H 8.30 0.74 -4.31 0.382
H 5.84 1.20 -4.35 0.433
H 5.49 -0.30 -0.37 0.453

128
Properties=species:S:1:pos:R:3:mulliken_charge:R:1 method="wB97M-V/def2-TZVPD" e_lumo_ha=-0.180 multiplicity=1 total_charge=+2
Sc 1.09 -0.83 0.14 -0.249
O -1.52 -3.58 1.55 -0.698
C -0.99 -2.57 1.18 0.310
O 0.28 -2.25 1.30 -0.467
C -1.80 -1.50 0.47 0.802
C -3.20 -1.63 0.39 -1.350
C -3.91 -0.62 -0.18 -0.957
C -3.24 0.53 -0.66 0.973
C -3.93 1.64 -1.21 -0.939
C -3.25 2.74 -1.64 -1.179
C -1.84 2.77 -1.55 -0.824
C -1.14 1.71 -1.04 -0.189
C -1.83 0.57 -0.57 0.009
N -1.13 -0.47 -0.02 2.284
H -3.66 -2.52 0.80 0.503
H -4.99 -0.67 -0.25 0.493
H -5.01 1.60 -1.27 0.531
H -3.78 3.59 -2.05 0.483
H -1.30 3.65 -1.90 0.564
H -0.06 1.73 -1.01 -0.046
Cl 3.48 -1.59 1.79 -0.089
C 5.08 -1.85 1.03 -0.204
Cl 5.32 -0.86 -0.41 -0.092
H 5.15 -2.89 0.75 0.036
H 5.82 -1.58 1.77 0.529
N 1.70 -2.56 -0.96 0.196
S 2.69 -2.78 -2.21 -0.129
C 1.82 -3.78 -3.41 0.486
C 1.69 -3.26 -4.69 -0.259
C 0.99 -3.99 -5.64 -0.660
C 0.43 -5.22 -5.30 -0.571
C 0.58 -5.72 -4.01 -0.938
C 1.28 -5.01 -3.06 -0.275
C 3.93 -3.95 -1.68 0.884
C 3.81 -4.66 -0.50 -0.461
C 4.81 -5.57 -0.15 -0.644
C 5.91 -5.74 -0.98 -0.599
C 6.02 -5.02 -2.16 -0.730
C 5.03 -4.11 -2.52 -0.567
H 1.35 -3.44 -0.58 0.148
H 2.11 -2.29 -4.93 0.394
H 0.89 -3.61 -6.65 0.535
H -0.11 -5.79 -6.04 0.459
H 0.15 -6.68 -3.76 0.453
H 1.41 -5.41 -2.06 0.413
H 2.97 -4.51 0.16 0.410
H 4.72 -6.13 0.77 0.466
H 6.68 -6.45 -0.70 0.429
H 6.88 -5.15 -2.80 0.453
H 5.12 -3.55 -3.43 0.476
C -1.24 5.80 5.09 -1.768
C -1.61 4.42 5.66 1.424
C -0.65 4.09 6.81 -1.736
C -3.02 4.51 6.26 -1.748
C -1.56 3.30 4.56 2.054
O -1.70 2.02 5.15 -0.684
C -2.64 3.52 3.49 -1.586
C -2.78 2.48 2.36 0.143
C -3.42 1.17 2.75 0.410
C -4.80 1.03 2.68 -0.377
C -5.43 -0.16 3.02 -0.913
C -4.66 -1.23 3.44 0.085
Cl -5.42 -2.74 3.84 -0.196
C -3.28 -1.12 3.54 -1.197
C -2.68 0.08 3.19 0.754
C -0.13 3.31 3.94 -2.309
N 0.33 2.04 3.38 1.462
C 0.50 1.71 2.11 -1.155
N 0.96 0.46 2.02 1.118
C 1.06 0.08 3.33 -1.271
N 0.71 1.01 4.18 -0.892
H -1.26 6.53 5.90 0.504
H -1.93 6.14 4.32 0.355
H -0.23 5.82 4.68 0.308
H -0.83 4.77 7.64 0.484
H 0.40 4.21 6.54 0.386
H -0.79 3.07 7.17 0.351
H -3.00 5.20 7.10 0.492
H -3.37 3.55 6.64 0.379
H -3.75 4.90 5.55 0.371
H -2.61 1.91 5.45 0.613
H -2.48 4.50 3.04 0.569
H -3.61 3.57 3.99 0.504
H -1.83 2.29 1.88 -1.557
H -3.41 2.94 1.59 0.767
H -5.41 1.86 2.34 0.535
H -6.51 -0.26 2.96 0.526
H -2.69 -1.96 3.87 0.485
H -1.60 0.16 3.28 0.707
H 0.60 3.58 4.69 0.493
H -0.08 4.04 3.13 0.196
H 0.28 2.37 1.28 0.815
H 1.39 -0.89 3.65 0.527
C -0.01 1.15 -5.65 -1.163
N -0.73 -0.10 -5.41 0.377
C -1.13 -0.80 -6.63 -1.231
C -0.68 -0.71 -4.21 -0.826
S 0.51 -0.27 -3.08 0.746
N -1.61 -1.66 -3.97 0.484
C -1.49 -2.61 -2.88 -0.602
C -2.96 -1.58 -4.53 -1.330
H -0.47 1.65 -6.50 0.436
H 1.04 0.96 -5.87 0.325
H -0.08 1.79 -4.78 0.288
H -0.33 -0.69 -7.37 0.417
H -2.05 -0.41 -7.05 0.335
H -1.25 -1.86 -6.42 0.383
H -0.45 -2.69 -2.57 -0.292
H -1.84 -3.58 -3.22 0.538
H -2.09 -2.30 -2.03 0.126
H -3.11 -0.62 -5.01 0.463
H -3.67 -1.67 -3.71 0.374
H -3.16 -2.38 -5.24 0.307
C 4.66 3.37 -0.80 -1.178
N 3.78 2.30 -0.30 0.427
C 3.76 2.15 1.15 -0.849
C 3.14 1.48 -1.11 0.181
C 3.37 1.59 -2.59 -1.459
O 2.35 0.60 -0.67 0.613
H 4.72 4.14 -0.04 0.409
H 4.25 3.81 -1.71 0.405
H 5.66 2.99 -1.00 0.345
H 4.79 2.15 1.51 0.517
H 3.29 1.22 1.42 -0.018
H 3.23 2.98 1.61 0.410
H 4.40 1.85 -2.82 0.535
H 2.71 2.35 -3.01 0.409
H 3.10 0.64 -3.05 0.072

41
Properties=species:S:1:pos:R:3:mulliken_charge:R:1 method="wB97M-V/def2-TZVPD" e_lumo_ha=-0.013 multiplicity=1
C 2.17 -0.22 -0.27 -0.241
C 0.33 1.33 -1.94 0.162
C 2.15 -1.50 -0.94 -0.918
H 2.56 -0.26 0.75 0.616
C -0.30 0.11 -2.09 -0.242
H -0.26 2.25 -1.81 0.601
H 3.20 -1.85 -1.00 0.419
H -1.40 0.04 -2.03 0.306
C 1.73 -1.50 -2.44 -0.659
H 1.89 -2.52 -2.82 0.450
H 2.44 -0.87 -2.99 0.205
C 2.75 0.93 -1.10 -1.100
H 3.69 0.64 -1.62 0.344
H 3.04 1.73 -0.39 0.330
C 1.80 1.56 -2.17 -0.859
H 2.11 1.22 -3.17 0.370
H 1.97 2.65 -2.14 0.338
C 0.31 -1.07 -2.81 -1.071
H 0.30 -0.88 -3.90 0.321
H -0.36 -1.93 -2.66 0.374
Mg 0.15 0.46 -0.07 0.644
H 1.75 -2.30 -0.31 0.233
B -0.89 1.10 3.01 0.114
N -1.92 1.49 1.88 -0.101
C -3.22 1.79 2.00 -0.058
C -3.78 1.85 0.72 -1.146
C -2.74 1.56 -0.16 -0.032
N -1.61 1.33 0.54 -0.001
N -0.66 -0.44 2.76 0.032
C -0.98 -1.47 3.55 -0.104
C -0.77 -2.66 2.85 -1.133
C -0.32 -2.27 1.58 -0.099
N -0.27 -0.92 1.51 -0.258
H -1.45 1.22 4.07 -0.150
H 0.13 1.73 2.94 -0.145
H -3.66 1.95 2.97 0.426
H -4.80 2.06 0.46 0.413
H -2.77 1.50 -1.25 0.367
H -1.34 -1.30 4.56 0.416
H -0.92 -3.65 3.20 0.400
H -0.03 -2.90 0.74 0.436

24
Properties=species:S:1:pos:R:3:mulliken_charge:R:1 method="wB97M-V/def2-TZVPD" e_lumo_ha="-0.332 / -0.332" multiplicity=1 total_charge=+2
C 1.16 1.20 0.39 -0.985
C -0.09 1.56 0.11 0.344
C -0.72 -0.56 0.04 0.341
C -2.12 -0.63 0.09 0.446
C 1.52 -0.19 0.19 1.257
C -2.91 -1.11 -1.02 -1.306
C 2.27 -0.39 -1.19 -1.591
N 0.41 -1.02 0.18 -0.672
N -1.04 2.47 0.23 -0.374
N 2.28 -0.93 1.38 -0.261
O -2.88 -0.11 1.01 -0.406
H 1.91 1.97 0.19 0.404
H -3.69 -0.53 -1.30 0.422
H -3.35 -2.12 -0.88 0.342
H -2.23 -1.23 -1.91 0.357
H 1.71 0.11 -1.99 0.368
H 2.21 -1.40 -1.41 0.519
H 3.24 0.00 -1.10 0.532
H -0.89 3.27 0.79 0.289
H -1.84 2.71 -0.55 0.337
H -2.52 0.21 1.91 0.421
H 2.59 -0.31 2.23 0.398
H 3.30 -1.17 1.05 0.421
H 1.67 -1.81 1.53 0.398

Energy above the lowest of the compared OMol25 structures with the same formula, charge and spin list, top to bottom, in kcal per mole: 1.99 4.77 0.00 62.20
Energy list, top to bottom, in a.u.: -5714.2944 -5542.7488 -990.0185 -513.2423